A molecular structure, C55H67FN4NaO7P at a distorted geometry. Source: the Open Molecules 2025 dataset; level of theory: the ωB97M-V functional and the def2-TZVPD basis.

Element x y z (Å)
Na 1.077373 -0.561264 -0.230991
C -3.712149 -3.547070 -0.431323
C -3.013424 -3.949373 -1.729676
C -3.352471 -2.921702 -2.812704
C -1.511968 -4.096735 -1.560382
C -0.668074 -4.054877 -2.666146
C 0.699084 -4.193781 -2.526833
C 1.279694 -4.381140 -1.279824
C 2.764847 -4.482289 -1.149255
C 0.443827 -4.446950 -0.176596
C -0.925901 -4.306643 -0.318768
H -4.758390 -3.316840 -0.626428
H -3.239306 -2.665503 -0.007855
H -3.679900 -4.347163 0.302729
H -3.416907 -4.924233 -2.046203
H -2.815586 -1.995585 -2.626450
H -4.420830 -2.710771 -2.811209
H -3.085558 -3.275500 -3.804737
H -1.073490 -3.912955 -3.658343
H 1.336293 -4.146139 -3.400943
H 3.190589 -3.514623 -1.409858
H 3.174023 -5.238633 -1.820696
H 3.042630 -4.715229 -0.125561
H 0.865693 -4.588930 0.806831
H -1.533462 -4.372626 0.569095
C -0.449758 -0.711499 7.072940
C 0.616760 0.325605 6.687590
C 0.181455 1.718055 7.179874
C 1.918270 -0.037428 7.410933
C 0.789831 0.381377 5.179536
C 2.002844 0.003747 4.513986
C 2.179898 0.260720 3.205950
N 1.220958 0.976583 2.485325
C -0.114722 0.811744 2.966468
C -0.261778 0.709482 4.358331
C -1.160209 0.633249 2.041597
C -2.498848 1.008560 2.366353
C -3.521556 0.848599 1.474687
C -3.206459 0.204012 0.258479
C -1.883119 -0.091377 -0.004550
N -0.866477 0.154952 0.798519
C -4.920503 1.406030 1.686513
C -5.111978 2.558562 0.689561
C -5.121165 1.953460 3.101293
C -5.973900 0.320345 1.437763
H -0.573001 -0.749912 8.156657
H -0.152946 -1.696915 6.720164
H -1.409606 -0.464506 6.626261
H 0.050296 1.725439 8.263002
H -0.756193 2.020754 6.719931
H 0.938489 2.455952 6.919402
H 1.777233 0.053902 8.489117
H 2.718608 0.634613 7.110211
H 2.219790 -1.060548 7.198183
H 2.765881 -0.558573 5.027302
H 3.062212 -0.061541 2.674932
H -1.258880 0.786196 4.767870
H -2.647620 1.499176 3.314326
H -3.967946 -0.007259 -0.476423
H -1.605037 -0.547438 -0.949963
H -4.331811 3.302658 0.835308
H -6.080295 3.038448 0.830139
H -5.048959 2.197713 -0.333644
H -4.449979 2.787574 3.290295
H -4.936371 1.178477 3.841482
H -6.145153 2.307932 3.218574
H -5.905602 -0.076536 0.429140
H -6.974080 0.729889 1.575263
H -5.834350 -0.502259 2.135627
O 3.443965 0.617431 -1.019631
C 3.244373 -0.602084 -0.989551
O 2.377238 -1.210125 -1.656455
C 4.038660 -1.415003 0.018013
C 5.392394 -1.479822 0.034433
C 6.075637 -2.198276 1.047438
C 5.336079 -2.847845 2.032415
C 3.953593 -2.841727 1.999311
C 3.209445 -2.079698 1.006882
O 1.978123 -1.944987 1.026335
N 3.274678 -3.602360 2.969838
O 2.214503 -4.145491 2.672676
O 3.800400 -3.743219 4.078405
N 7.466429 -2.290883 1.039150
O 8.105983 -1.762568 0.118671
O 8.034498 -2.914749 1.948627
H 5.984518 -0.987597 -0.725121
H 5.844937 -3.404048 2.807669
F 2.682982 5.580348 -0.198176
C 2.312525 4.408646 0.418614
C 3.251739 3.416909 0.631409
C 2.882908 2.274935 1.301237
C 1.560550 2.074879 1.744158
C 0.621933 3.085152 1.456567
C 0.998698 4.246158 0.815025
H 4.260714 3.544665 0.275383
H 3.632213 1.519845 1.456403
H -0.403463 2.972409 1.774397
H 0.289327 5.040400 0.628256
C 1.896916 3.355958 -2.750635
C 1.425041 2.386056 -3.828642
C 2.531774 1.355613 -4.053672
C 1.164465 3.136729 -5.135381
P -0.003297 1.374872 -3.077132
C -0.349640 0.306614 -4.542695
C 0.237286 -0.957268 -4.455680
C 0.105864 -1.871692 -5.484611
C -0.628381 -1.548906 -6.613378
C -1.224672 -0.302897 -6.707832
C -1.075973 0.621715 -5.687583
C -1.581721 2.469117 -2.930213
C -1.794033 3.681360 -3.837775
C -2.761508 1.503511 -3.078026
C -1.553350 2.982713 -1.486430
H 2.783918 3.890387 -3.089133
H 2.160856 2.801980 -1.852300
H 1.136046 4.095487 -2.507391
H 3.455090 1.862432 -4.332953
H 2.272221 0.653005 -4.843399
H 2.718197 0.802928 -3.134982
H 2.123917 3.449868 -5.549656
H 0.572615 4.032877 -4.977457
H 0.673837 2.505544 -5.873135
H 0.808381 -1.208763 -3.571667
H 0.583410 -2.837607 -5.410419
H -0.738288 -2.262621 -7.418603
H -1.798921 -0.043862 -7.589717
H -1.537803 1.591373 -5.800987
H -1.721080 3.438599 -4.894019
H -1.078125 4.466907 -3.606085
H -2.794869 4.081937 -3.655223
H -2.985799 1.298331 -4.121826
H -3.654207 1.918949 -2.608837
H -2.530335 0.560091 -2.589632
H -0.692476 3.623331 -1.314747
H -1.495209 2.156660 -0.784142
H -2.456586 3.555923 -1.268558

Force components x, y, z for each atom (eV/Å):
Na -1.7 1.0 0.4
C 0.1 -0.2 -0.2
C -0.2 0.1 0.0
C 0.0 -0.2 0.0
C -0.1 -0.1 0.0
C 0.0 0.0 -0.1
C 0.0 0.0 0.0
C 0.0 -0.1 -0.1
C 0.0 0.1 0.0
C 0.0 -0.1 0.0
C -0.1 -0.1 0.0
H -0.1 0.0 0.0
H 0.0 0.2 0.1
H 0.0 -0.1 0.2
H 0.0 0.1 0.0
H 0.1 0.2 0.0
H -0.1 0.0 0.0
H 0.1 0.1 -0.1
H -0.1 0.1 0.0
H 0.1 0.0 -0.1
H 0.1 0.0 0.0
H 0.0 0.0 0.0
H 0.1 -0.1 0.1
H 0.1 0.1 0.1
H -0.1 0.1 0.1
C 0.2 0.2 0.0
C -0.1 0.1 0.1
C 0.1 -0.2 0.1
C -0.2 0.1 -0.1
C -0.6 0.2 -0.1
C 0.3 0.2 -0.5
C 0.6 -0.3 0.3
N -0.4 -0.6 0.0
C -0.5 0.0 -0.3
C 0.4 0.0 0.4
C 0.5 -0.3 0.5
C -0.2 0.1 0.0
C 0.2 -0.2 0.0
C -0.1 -0.1 -0.2
C -0.5 0.0 -0.1
N 0.1 0.2 0.1
C -0.1 0.1 0.1
C 0.0 -0.1 0.1
C 0.1 -0.1 -0.2
C 0.1 0.1 0.0
H -0.1 0.0 0.2
H 0.0 -0.1 0.0
H -0.1 0.0 0.0
H 0.0 0.0 0.2
H -0.1 0.0 -0.1
H 0.0 0.1 0.0
H 0.0 0.0 0.1
H 0.2 0.0 0.0
H 0.1 -0.1 -0.1
H 0.1 -0.1 0.0
H 0.1 -0.1 0.0
H -0.2 0.0 0.1
H -0.1 0.1 0.1
H 0.0 0.0 -0.2
H -0.1 -0.1 -0.2
H 0.1 0.1 0.0
H -0.2 0.0 0.0
H 0.0 0.0 -0.1
H 0.1 0.1 0.1
H 0.0 -0.1 0.1
H -0.1 0.0 0.0
H 0.0 -0.1 -0.1
H -0.1 0.0 0.0
H 0.0 -0.1 0.1
O 0.3 0.6 0.1
C 1.2 -0.1 -0.3
O 0.3 -0.9 -1.2
C -0.1 0.1 -0.1
C 0.2 0.0 0.0
C -1.4 0.0 0.1
C 0.1 -0.1 0.0
C 0.8 0.8 -1.0
C 0.2 -0.4 0.4
O 0.3 -0.5 0.5
N -0.7 -1.0 1.1
O 0.5 0.3 0.1
O -0.1 0.1 -0.3
N 1.5 -0.3 0.1
O -0.4 -0.2 0.4
O -0.2 0.3 -0.3
H -0.1 0.1 0.0
H 0.0 0.0 0.0
F 0.0 -0.2 0.0
C -0.1 0.0 0.1
C -0.2 0.6 -0.1
C -0.2 -0.2 0.2
C 0.3 1.0 -0.1
C 0.0 -0.3 0.1
C 0.5 0.3 -0.3
H 0.2 0.0 -0.1
H 0.1 -0.1 0.0
H 0.0 0.0 0.0
H -0.1 0.0 0.0
C -0.1 -0.2 0.0
C -0.1 0.0 0.1
C -0.1 -0.1 0.1
C -0.1 -0.1 0.2
P -0.3 0.6 -0.6
C 0.1 -0.1 0.3
C -0.1 0.1 0.1
C 0.0 -0.1 -0.2
C 0.0 -0.1 -0.1
C 0.0 0.1 -0.2
C 0.0 0.0 0.0
C 0.2 -0.1 0.1
C 0.1 -0.2 0.0
C 0.1 0.0 -0.1
C 0.1 -0.1 -0.1
H 0.2 0.1 -0.1
H 0.0 0.0 0.1
H -0.1 0.1 0.1
H 0.1 0.1 -0.1
H 0.0 0.0 -0.1
H 0.1 -0.1 0.0
H 0.1 0.0 -0.1
H -0.1 0.1 0.0
H 0.0 0.0 -0.1
H 0.1 -0.1 0.1
H 0.0 -0.1 0.1
H 0.0 -0.1 0.0
H 0.0 0.0 0.0
H 0.0 0.1 0.0
H 0.0 0.0 -0.1
H 0.1 0.1 -0.1
H -0.1 0.0 0.0
H -0.1 -0.1 -0.1
H -0.1 0.1 0.1
H -0.1 -0.1 0.0
H 0.1 0.1 0.1
H 0.0 0.0 0.1
H -0.2 0.1 0.0

The spin multiplicity is 1. The value obtained for the HOMO energy is -0.57 eV. The value obtained for the HOMO-LUMO gap is 0.153 Eh. The total energy is -94837.4424 eV. As for the molecular weight: 969.12 Da. As for the total charge: -2.

Atom charges from the Mulliken analysis, given in e for atoms 1 to 2: number 1, Na, carries 1.393; number 2, C, carries -1.830